{"formula": "C3H6O", "method": "ωB97M-V/def2-TZVPD", "elements": ["C", "C", "C", "O", "H", "H", "H", "H", "H", "H"], "positions_angstrom": [[0.3721, 1.0589, 0.1599], [-0.6192, 0.0711, 0.7078], [0.6373, -0.4022, 0.0705], [0.0918, -1.0358, -2.2414], [-0.0855, 1.3898, -0.7013], [0.8270, 1.6905, 0.8711], [-0.7477, -0.1579, 1.7776], [-1.6753, -0.1292, 0.3051], [1.5287, -1.0616, -0.0515], [-0.4541, -1.8582, -2.0901]], "forces_ev_per_angstrom": [[-0.68, -2.17, 0.87], [-1.52, -2.42, 0.94], [-0.32, 0.13, -2.07], [-0.32, -0.46, 1.77], [-0.10, 1.54, -2.01], [0.83, 0.74, 0.27], [0.67, 0.42, -0.20], [1.94, 0.50, -0.23], [-1.28, 0.58, 0.66], [0.78, 1.15, 0.00]], "relative_energy_kcal_mol": 128.9, "total_energy_ha": -192.937716, "homo_energy_ev": [-10.32, -8.72], "e_lumo_ev": [-0.123, -0.850], "total_charge": 0}



{"formula": "C15H22F6O8", "method": "ωB97M-V/def2-TZVPD", "elements": ["C", "C", "C", "O", "C", "C", "C", "O", "C", "O", "O", "H", "H", "H", "H", "H", "H", "H", "H", "H", "H", "H", "H", "C", "C", "O", "C", "O", "C", "F", "F", "F", "H", "H", "H", "H", "H", "C", "C", "O", "C", "O", "C", "F", "F", "F", "H", "H", "H", "H", "H"], "positions_angstrom": [[6.8582, -4.2587, -0.9223], [5.3174, -4.1324, -0.8299], [4.7972, -3.4620, -2.0963], [3.4202, -3.6266, -2.4009], [2.5426, -3.7568, -1.3111], [1.1293, -3.6129, -1.8275], [0.0653, -3.7544, -0.7174], [-0.6418, -4.9416, -1.0496], [0.1224, -5.6180, -1.9583], [0.1463, -6.8055, -2.0842], [0.8089, -4.7208, -2.7000], [7.3359, -4.0572, 0.0345], [7.2530, -3.5458, -1.6495], [7.1278, -5.2554, -1.2682], [4.9007, -5.1350, -0.7274], [5.0850, -3.5358, 0.0524], [5.3389, -3.8901, -2.9441], [5.0518, -2.3950, -2.0685], [2.6222, -4.7555, -0.8589], [2.7178, -2.9883, -0.5472], [0.9996, -2.7111, -2.4228], [0.5164, -3.8580, 0.2723], [-0.5917, -2.8895, -0.7093], [-4.4672, 0.7054, 2.2513], [-3.2612, -0.1989, 2.3567], [-2.5874, -0.3087, 1.0820], [-1.7618, 0.6758, 0.7741], [-1.5015, 1.6432, 1.4237], [-1.1048, 0.3826, -0.5896], [-1.9932, -0.0595, -1.4798], [-0.1662, -0.5706, -0.4354], [-0.5190, 1.4684, -1.0734], [-5.1421, 0.3561, 1.4698], [-5.0065, 0.7242, 3.1974], [-4.1670, 1.7227, 2.0071], [-3.5479, -1.2162, 2.6119], [-2.5572, 0.1556, 3.1081], [-1.0064, 7.6344, 0.4093], [-1.1204, 6.1746, 0.7873], [-2.3071, 5.9318, 1.5730], [-3.4304, 5.7755, 0.8945], [-3.5782, 5.8187, -0.2895], [-4.5797, 5.4562, 1.8718], [-4.5503, 6.2495, 2.9446], [-4.4599, 4.1861, 2.2849], [-5.7558, 5.5953, 1.2741], [-1.0323, 8.2621, 1.3002], [-0.0674, 7.8093, -0.1145], [-1.8257, 7.9354, -0.2424], [-0.2963, 5.8680, 1.4268], [-1.1303, 5.5292, -0.0895]], "forces_ev_per_angstrom": [[-0.40, 0.12, -0.16], [0.62, 0.02, -0.09], [0.23, -0.16, -0.08], [-0.06, -0.04, 0.14], [-0.08, 0.04, -0.34], [-0.40, -0.15, -0.31], [0.16, 0.61, -0.14], [0.44, -0.38, 0.28], [-0.40, -0.55, -0.20], [-0.24, 0.84, -0.11], [0.57, -0.19, 0.43], [0.05, -0.14, -0.01], [0.07, 0.05, 0.08], [0.13, 0.02, 0.05], [-0.16, 0.10, 0.12], [-0.30, -0.13, 0.03], [-0.14, 0.04, -0.05], [-0.09, 0.04, 0.06], [0.08, 0.12, 0.17], [-0.02, -0.02, 0.06], [0.14, 0.04, 0.08], [0.01, -0.08, -0.02], [-0.26, -0.22, 0.02], [0.03, 0.10, -0.20], [-0.23, -0.03, 0.35], [0.12, -0.04, -0.03], [-0.12, -0.10, 0.05], [0.05, 0.10, 0.02], [-0.04, 0.05, -0.04], [0.01, -0.01, -0.05], [0.09, 0.01, 0.00], [0.04, 0.01, -0.01], [-0.02, -0.06, 0.05], [0.01, -0.02, 0.02], [0.01, 0.01, 0.06], [0.03, -0.04, -0.13], [0.07, 0.07, -0.09], [-0.18, 0.05, 0.05], [0.35, 0.06, -0.14], [-0.06, -0.04, 0.04], [0.15, 0.00, 0.05], [-0.06, 0.01, -0.09], [0.02, 0.09, -0.07], [-0.03, -0.01, 0.04], [-0.05, -0.08, 0.08], [-0.04, -0.02, 0.00], [0.06, -0.01, 0.01], [0.02, -0.02, 0.00], [0.02, -0.04, -0.04], [-0.07, -0.01, 0.09], [-0.12, 0.00, 0.00]], "total_energy_ha": -1785.902864, "homo_energy_ev": -10.06, "smiles": "CCCOC[C@@H]1COC(=O)O1.CCOC(=O)C(F)(F)F.CCOC(=O)C(F)(F)F", "e_lumo_ev": 0.483, "total_charge": 0}



{"formula": "C37H39ClIN6O2SeSnTe", "method": "ωB97M-V/def2-TZVPD", "elements": ["Sn", "C", "C", "N", "C", "C", "C", "O", "C", "C", "N", "C", "C", "C", "C", "C", "C", "I", "C", "O", "H", "H", "H", "H", "H", "H", "H", "H", "H", "H", "H", "H", "C", "Te", "C", "C", "C", "C", "C", "C", "C", "H", "H", "H", "H", "H", "H", "H", "H", "Se", "C", "N", "C", "C", "N", "C", "N", "C", "C", "C", "N", "C", "H", "H", "H", "H", "H", "H", "H", "H", "H", "H", "H", "H", "H", "Cl", "C", "C", "C", "C", "C", "C", "C", "H", "H", "H", "H", "H", "H"], "positions_angstrom": [[-0.4145, 0.2045, 0.1114], [-3.3592, 3.4129, -1.4639], [-1.9767, 3.9910, -1.4517], [-1.8192, 5.2018, -1.9345], [-0.5945, 5.7533, -1.9266], [0.5147, 5.1181, -1.4334], [1.8366, 5.8431, -1.4661], [2.3946, 6.0550, -0.1733], [0.3738, 3.8060, -0.9089], [1.5786, 3.1708, -0.3967], [1.6310, 1.9968, 0.1094], [2.8841, 1.4645, 0.4601], [3.9762, 1.5511, -0.4110], [5.2000, 0.9917, -0.0837], [5.3503, 0.3023, 1.1114], [4.2792, 0.2047, 1.9890], [3.0567, 0.7842, 1.6754], [1.5606, 0.7777, 3.1266], [-0.8990, 3.2136, -0.9248], [-1.2160, 2.0036, -0.5105], [-4.0453, 4.1558, -1.8614], [-3.6698, 3.1312, -0.4561], [-3.4041, 2.5109, -2.0791], [-0.5170, 6.7524, -2.3410], [1.7041, 6.7893, -1.9954], [2.5893, 5.2776, -2.0178], [1.7990, 6.6244, 0.3255], [2.4849, 3.7756, -0.4375], [3.8478, 2.0725, -1.3528], [6.0376, 1.0990, -0.7619], [6.3035, -0.1365, 1.3769], [4.4027, -0.2988, 2.9387], [-0.0982, 1.1656, -3.8633], [-0.3189, -0.7297, -2.8796], [-2.0124, -0.9356, -4.1552], [-1.7128, -0.0509, -5.3362], [-2.3578, -0.2364, -6.5543], [-2.0879, 0.6028, -7.6234], [-1.1688, 1.6335, -7.4811], [-0.5202, 1.8196, -6.2708], [-0.7859, 0.9811, -5.1937], [0.9560, 1.4127, -3.9776], [-0.5738, 1.9376, -3.2565], [-2.8976, -0.6092, -3.6101], [-2.1196, -1.9878, -4.4011], [-3.0701, -1.0450, -6.6660], [-2.5894, 0.4489, -8.5696], [-0.9529, 2.2875, -8.3156], [0.2016, 2.6204, -6.1605], [-1.7815, -3.7114, -1.7145], [-0.6090, -3.2275, -0.4355], [0.1576, -2.8621, 0.3685], [-3.4774, -3.4134, 3.0733], [-2.1245, -2.7518, 3.2251], [-1.8902, -1.8004, 2.1420], [-2.8666, -1.2663, 1.3623], [-2.4989, -0.4870, 0.3556], [-3.5312, 0.0756, -0.5167], [-4.7391, -0.8308, -0.5939], [-5.2432, -1.0512, 0.8146], [-4.1520, -1.5462, 1.6526], [-4.5078, -2.3295, 2.8334], [-3.7266, -3.9785, 3.9708], [-3.4694, -4.1009, 2.2250], [-1.3219, -3.4873, 3.1892], [-2.0604, -2.2388, 4.1880], [-1.0132, -1.9424, 1.6535], [-3.0891, 0.2270, -1.5021], [-3.8245, 1.0632, -0.1511], [-4.4561, -1.7865, -1.0410], [-5.5209, -0.3787, -1.2048], [-6.0300, -1.8054, 0.8326], [-5.6576, -0.1289, 1.2343], [-5.4909, -2.7602, 2.6509], [-4.5939, -1.6763, 3.7084], [7.1225, -4.9467, 0.2852], [5.8253, -3.8974, -0.0499], [6.0099, -2.9007, -1.0245], [4.9758, -2.0533, -1.2942], [3.7367, -2.1978, -0.6035], [2.6707, -1.3806, -0.8378], [3.5830, -3.2283, 0.3740], [4.6252, -4.0686, 0.6523], [6.9596, -2.8281, -1.5343], [5.0748, -1.2723, -2.0369], [1.7380, -1.5685, -0.3104], [2.7246, -0.5726, -1.5573], [2.6200, -3.3258, 0.8657], [4.5434, -4.8611, 1.3819]], "forces_ev_per_angstrom": [[-0.10, -0.10, 0.06], [0.01, 0.02, -0.01], [-0.08, 0.08, -0.06], [0.05, -0.02, 0.04], [-0.04, -0.02, -0.02], [-0.02, -0.01, -0.01], [0.01, 0.01, 0.03], [-0.01, 0.01, -0.02], [0.15, 0.03, 0.04], [-0.06, 0.01, 0.00], [0.08, -0.01, -0.01], [-0.07, 0.03, 0.03], [0.05, -0.01, 0.01], [-0.01, 0.04, -0.03], [0.00, 0.00, 0.03], [0.01, 0.02, 0.00], [0.06, 0.01, -0.06], [0.02, 0.03, 0.06], [-0.06, -0.01, -0.04], [0.02, 0.10, 0.03], [0.00, 0.00, -0.01], [0.02, 0.04, -0.03], [0.01, 0.03, 0.01], [-0.01, -0.01, 0.01], [0.00, 0.01, 0.00], [0.00, -0.01, -0.01], [0.00, -0.01, 0.01], [0.00, -0.02, -0.01], [0.00, -0.01, 0.01], [-0.01, 0.00, 0.01], [-0.01, 0.01, 0.00], [-0.01, 0.00, -0.01], [-0.02, 0.01, 0.03], [0.15, -0.19, -0.02], [-0.08, 0.10, 0.07], [-0.01, 0.01, 0.00], [-0.01, 0.00, -0.01], [-0.01, 0.00, 0.00], [0.00, 0.00, 0.01], [-0.01, 0.01, 0.00], [0.01, 0.03, 0.00], [0.00, 0.01, -0.02], [0.00, 0.00, -0.02], [-0.03, -0.04, 0.00], [0.03, -0.01, -0.03], [0.00, 0.01, 0.00], [0.00, 0.00, 0.00], [0.00, 0.00, 0.00], [0.00, 0.00, 0.00], [0.10, 0.09, 0.19], [-0.06, -0.06, -0.27], [0.15, -0.09, -0.02], [0.00, -0.01, -0.01], [0.00, 0.00, -0.03], [-0.07, 0.11, 0.09], [-0.02, -0.13, -0.01], [-0.14, 0.09, -0.03], [0.01, 0.01, 0.05], [-0.01, 0.01, -0.02], [0.02, -0.04, 0.03], [-0.03, 0.05, 0.03], [-0.01, -0.01, -0.04], [0.00, 0.00, 0.00], [0.01, 0.01, -0.01], [0.01, 0.00, 0.00], [-0.02, 0.02, 0.01], [0.00, -0.04, 0.02], [0.00, -0.01, 0.01], [0.01, -0.08, -0.01], [0.00, -0.01, 0.01], [0.00, 0.01, 0.01], [-0.01, 0.00, 0.00], [0.01, 0.01, -0.01], [0.00, -0.01, 0.00], [0.01, 0.00, 0.01], [-0.01, 0.01, 0.00], [0.06, -0.02, -0.01], [0.00, -0.03, 0.02], [-0.01, 0.02, 0.00], [-0.06, -0.04, 0.13], [-0.06, 0.06, -0.08], [0.02, -0.03, 0.02], [-0.01, 0.02, -0.01], [-0.01, 0.00, 0.00], [0.01, -0.01, 0.00], [0.03, 0.03, -0.06], [-0.01, -0.07, -0.04], [0.02, -0.01, -0.02], [-0.01, 0.01, 0.00]], "relative_energy_kcal_mol": 70.8, "total_energy_ha": -5553.765042, "homo_energy_ev": -9.57, "e_lumo_ev": -5.338, "total_charge": 1}



{"formula": "C8H20Si3", "method": "ωB97M-V/def2-TZVPD", "elements": ["C", "C", "C", "C", "C", "C", "C", "C", "Si", "Si", "Si", "H", "H", "H", "H", "H", "H", "H", "H", "H", "H", "H", "H", "H", "H", "H", "H", "H", "H", "H", "H"], "positions_angstrom": [[-0.1384, -0.8460, 0.2104], [-0.3121, 0.3276, -0.5243], [-3.2534, -1.0221, -0.4572], [-1.2149, -2.2516, -2.5625], [1.2944, -3.2469, 1.1580], [2.7157, -0.5315, 1.2852], [-0.6092, 3.9332, -1.1707], [0.4613, 2.9640, 1.4854], [-1.4207, -1.1361, -1.0730], [1.0308, -1.4965, 1.4865], [0.4860, 2.5217, -0.3358], [-3.8847, -0.1869, -0.7565], [-3.8983, -1.9677, -0.7782], [-3.1689, -1.0153, 0.5944], [-0.6252, -3.1383, -2.3710], [-2.1079, -2.3965, -3.1195], [-0.5738, -1.6924, -3.2494], [2.3313, -3.6261, 1.5181], [0.4396, -3.9690, 1.4284], [1.3911, -3.2857, 0.0904], [2.8110, -0.1819, 0.2589], [2.6801, 0.3334, 1.8426], [3.5861, -1.2434, 1.5479], [-0.0688, 4.9477, -1.1079], [-0.8112, 3.6517, -2.2194], [-1.5281, 4.2611, -0.7195], [0.9880, 3.9716, 1.5626], [-0.5080, 2.9914, 2.0384], [1.2589, 2.3472, 1.8635], [0.7665, -1.3247, 2.8900], [1.8827, 2.3082, -0.8158]], "forces_ev_per_angstrom": [[-0.41, 1.76, -1.00], [0.03, -0.09, 0.52], [-0.69, -2.23, -2.07], [1.47, 1.23, -0.01], [0.77, -2.77, 0.57], [-0.02, -3.36, -1.25], [1.85, 0.31, -0.63], [0.94, 1.38, -0.36], [-0.48, 1.46, 0.99], [1.54, 1.73, -0.28], [-2.40, -1.55, 0.17], [0.40, 0.27, -0.17], [1.47, 1.69, 0.74], [-0.13, -0.03, 1.35], [-0.36, -0.48, 0.20], [-0.90, -0.55, -0.16], [0.11, 0.15, -0.08], [-1.91, 0.48, -0.17], [1.43, 1.08, -0.19], [-0.03, -0.25, -0.89], [0.20, -0.30, -0.27], [0.25, 1.77, 1.73], [-1.22, 1.41, -0.28], [-0.07, -1.63, -0.49], [0.10, 0.50, 0.33], [-0.66, -0.83, 0.58], [-1.00, -0.77, -0.16], [1.00, -0.32, -0.47], [-0.21, -0.76, 1.01], [-0.73, 0.25, 0.82], [-0.31, 0.43, -0.08]], "relative_energy_kcal_mol": 25.3, "total_energy_ha": -1185.187513, "homo_energy_ev": -7.64, "e_lumo_ev": 0.758, "total_charge": 0}



What did the first record say?
{"formula": "C3H6O", "method": "ωB97M-V/def2-TZVPD", "elements": ["C", "C", "C", "O", "H", "H", "H", "H", "H", "H"], "positions_angstrom": [[0.3721, 1.0589, 0.1599], [-0.6192, 0.0711, 0.7078], [0.6373, -0.4022, 0.0705], [0.0918, -1.0358, -2.2414], [-0.0855, 1.3898, -0.7013], [0.8270, 1.6905, 0.8711], [-0.7477, -0.1579, 1.7776], [-1.6753, -0.1292, 0.3051], [1.5287, -1.0616, -0.0515], [-0.4541, -1.8582, -2.0901]], "forces_ev_per_angstrom": [[-0.68, -2.17, 0.87], [-1.52, -2.42, 0.94], [-0.32, 0.13, -2.07], [-0.32, -0.46, 1.77], [-0.10, 1.54, -2.01], [0.83, 0.74, 0.27], [0.67, 0.42, -0.20], [1.94, 0.50, -0.23], [-1.28, 0.58, 0.66], [0.78, 1.15, 0.00]], "relative_energy_kcal_mol": 128.9, "total_energy_ha": -192.937716, "homo_energy_ev": [-10.32, -8.72], "e_lumo_ev": [-0.123, -0.850], "total_charge": 0}